Entry 1:
Here is a molecular structure, C35H32N8O5PtSe from the Open Molecules 2025 dataset. Energies are from the ωB97M-V functional and the def2-TZVPD basis.

Each line ends with the Löwdin charge.
Cartesian coordinates (Å):
Pt: -0.3537 0.1406 -0.4224  1.32
C: -2.3405 -0.5797 1.7970  -0.06
N: -0.8819 -0.6647 1.6120  -0.10
C: -0.0784 0.0590 2.6020  -0.08
C: 0.1038 1.4452 2.0925  -0.28
N: 0.1399 1.6932 0.7994  0.00
C: 0.3441 3.0891 0.6632  -0.17
C: 0.4543 3.9371 -0.4392  -0.03
C: 0.6741 5.2757 -0.1919  -0.05
C: 0.7837 5.7870 1.1103  -0.05
C: 0.6724 4.9646 2.2085  0.01
C: 0.4494 3.6177 1.9501  -0.17
N: 0.2854 2.5473 2.8223  0.20
C: -2.9739 -0.0703 0.5432  -0.28
N: -2.3101 0.6323 -0.3670  0.00
C: -3.2456 0.9719 -1.3634  -0.18
C: -3.1179 1.7403 -2.5123  -0.01
C: -4.2455 1.9003 -3.2890  -0.04
C: -5.4796 1.3349 -2.9252  -0.04
C: -5.6237 0.6050 -1.7636  0.01
C: -4.4766 0.4426 -0.9976  -0.16
N: -4.2588 -0.2054 0.2193  0.21
H: -2.5565 0.1357 2.5944  0.15
H: -2.7696 -1.5375 2.0923  0.15
H: -0.5617 -1.6190 1.4739  0.08
H: 0.8917 -0.4195 2.6600  0.09
H: -0.5168 0.0516 3.6021  0.15
H: 0.3669 3.5714 -1.4474  0.03
H: 0.7650 5.9545 -1.0288  0.12
H: 0.9545 6.8452 1.2522  0.12
H: 0.7510 5.3468 3.2174  0.12
H: 0.2939 2.5918 3.8284  0.18
H: -2.1749 2.1967 -2.7705  0.06
H: -4.1839 2.4831 -4.1982  0.12
H: -6.3398 1.4910 -3.5616  0.12
H: -6.5772 0.1900 -1.4658  0.12
H: -4.9508 -0.6945 0.7653  0.19
C: 1.7163 -1.7867 6.1113  -0.03
O: 2.0558 -1.4642 4.7548  -0.10
C: 1.6127 -2.3066 3.7796  -0.26
C: 0.6350 -3.2744 3.9490  0.00
C: 0.2904 -4.0884 2.8754  -0.04
C: 0.9166 -3.9499 1.6465  -0.06
C: 1.8914 -2.9815 1.4697  0.01
C: 2.2290 -2.1555 2.5297  -0.17
N: 3.2917 -1.2042 2.5023  0.16
C: 4.0005 -0.6927 1.5302  0.05
C: 3.8222 -0.7389 0.1258  -0.12
C: 5.0425 -0.7213 -0.5995  -0.01
C: 5.0762 -0.9724 -1.9428  -0.05
C: 3.8725 -1.2657 -2.5899  -0.01
C: 2.6632 -1.2055 -1.9292  -0.05
C: 2.5913 -0.8463 -0.5808  -0.34
O: 1.4359 -0.6895 0.0669  -0.26
H: 2.2873 -1.1062 6.7339  0.10
H: 1.9910 -2.8156 6.3418  0.11
H: 0.6504 -1.6372 6.2849  0.10
H: 0.1583 -3.4122 4.9086  0.12
H: -0.4692 -4.8466 3.0111  0.12
H: 0.6484 -4.5949 0.8218  0.12
H: 2.4039 -2.8982 0.5222  0.12
H: 3.6147 -0.9934 3.4422  0.17
H: 4.9111 -0.2175 1.8845  0.16
H: 5.9651 -0.5669 -0.0524  0.13
H: 6.0128 -0.9913 -2.4808  0.12
H: 3.8837 -1.5374 -3.6381  0.13
H: 1.7472 -1.4394 -2.4464  0.08
Se: 0.4326 1.1800 -2.5175  0.92
C: -0.4805 0.5129 -4.0555  -0.58
C: -1.0215 1.4550 -4.9246  -0.13
C: -1.5821 1.0062 -6.1108  -0.12
N: -1.6685 -0.2781 -6.4492  0.09
C: -1.1285 -1.1619 -5.6152  -0.11
C: -0.5038 -0.8251 -4.4208  -0.09
H: -0.9954 2.5129 -4.6952  0.10
H: -1.9994 1.7153 -6.8168  0.12
H: -1.1884 -2.2011 -5.9172  0.12
H: -0.0637 -1.5929 -3.8048  0.08
O: -0.9070 -1.3520 -1.6319  -0.27
N: -1.1677 -2.6098 -1.1883  -0.46
O: -1.2962 -3.4136 -2.0568  0.15
O: -1.2906 -2.7982 0.0102  0.03

Forces on the atoms, in the same order (eV/Å):
0.1 -0.3 0.6
0.0 0.0 -0.1
0.1 0.1 -0.2
-0.1 0.3 -0.1
0.0 -0.2 0.1
-0.1 0.8 -0.2
0.0 -0.2 0.0
0.0 0.0 0.0
0.0 0.0 0.0
0.0 0.0 -0.1
0.0 0.0 0.0
0.0 0.0 0.0
0.0 0.0 0.0
-0.1 0.0 0.1
-0.4 -0.1 -0.4
0.2 0.1 0.0
0.0 0.1 0.0
-0.1 0.0 0.0
0.0 0.0 0.0
0.0 0.0 0.0
-0.1 -0.1 0.1
-0.1 0.0 0.0
0.0 0.0 0.0
0.1 0.0 -0.1
-0.1 -0.2 0.2
-0.1 0.1 0.0
-0.1 -0.1 0.0
0.0 0.0 0.0
0.0 0.0 0.0
0.0 0.0 0.0
0.0 0.0 0.0
0.0 0.0 0.0
-0.1 0.0 0.0
0.0 0.0 0.0
0.0 0.0 0.0
0.0 0.0 0.0
0.0 0.0 0.0
0.0 0.0 0.0
0.0 0.0 -0.1
0.1 -0.2 0.2
0.0 0.1 0.0
0.0 0.0 0.0
0.0 -0.1 0.0
0.1 -0.1 0.0
0.3 0.0 0.0
-0.2 -0.1 0.1
-0.1 0.0 -0.1
0.0 0.2 0.0
0.1 0.0 0.0
0.0 0.0 0.0
-0.1 0.0 -0.1
0.0 0.0 0.0
-0.5 -0.2 0.0
0.7 0.2 -0.2
0.0 0.0 0.0
0.0 0.0 0.0
0.0 0.0 0.0
0.0 0.0 0.0
0.0 0.0 0.0
0.0 0.0 0.0
0.0 -0.1 0.1
0.0 0.0 0.0
0.0 0.0 0.0
0.0 0.0 0.0
0.0 0.0 0.0
0.0 0.0 0.0
-0.1 0.1 -0.1
0.2 0.3 0.1
-0.1 -0.2 0.0
0.1 -0.1 0.0
-0.1 0.0 -0.1
0.1 0.1 0.2
0.0 -0.1 0.0
0.0 0.0 -0.1
0.0 0.0 0.0
0.0 0.0 0.0
0.0 0.0 0.0
-0.1 0.0 -0.1
0.1 -0.5 0.1
-0.1 0.7 -0.3
0.1 -0.2 0.0
0.0 0.0 0.2

As for the total charge: +2. The calculation puts the LUMO energy at -0.23531 Ha. As for the orbital gap: 6.8 eV. The energy above the lowest of the compared OMol25 structures with the same formula, charge and spin comes out at 0.000 eV.

=====

Entry 2:
Here is a molecular structure, C39H37N3O3RhTe from the Open Molecules 2025 dataset. Energies are from the ωB97M-V functional and the def2-TZVPD basis.

Each line ends with the Löwdin spin population.
Cartesian coordinates (Å):
Rh: 0.2027 0.0930 2.5868  0.58
O: -0.7755 -1.3651 3.5053  0.00
C: -1.6355 -1.1095 4.4709  0.00
C: -2.0268 -2.1816 5.2938  0.00
C: -2.9395 -2.0054 6.3106  0.00
C: -3.4980 -0.7553 6.5622  0.00
C: -3.1208 0.3070 5.7647  0.00
C: -2.2060 0.1568 4.7249  0.00
C: -1.8843 1.3681 3.9042  0.01
N: -0.4995 1.5279 3.5687  0.21
C: -0.1190 2.8696 3.0777  0.02
C: 0.4572 2.7504 1.6648  0.00
N: 1.3073 1.5657 1.7483  0.00
C: 2.5837 1.6303 1.6902  0.00
C: 3.4855 0.5604 2.0009  0.00
C: 4.8302 0.7180 1.6100  0.00
C: 5.7848 -0.2131 1.9278  0.00
C: 5.4031 -1.3193 2.7011  0.00
C: 4.1108 -1.4806 3.1341  0.00
C: 3.0971 -0.5553 2.7960  0.00
O: 1.8963 -0.7762 3.2534  0.04
H: -1.5860 -3.1493 5.0951  0.00
H: -3.2185 -2.8539 6.9238  0.00
H: -4.2059 -0.6157 7.3674  0.00
H: -3.5447 1.2896 5.9436  0.00
H: -2.1883 2.2621 4.4523  0.00
H: 0.6632 3.2492 3.7417  0.01
H: -0.9715 3.5474 3.1275  0.00
H: 1.0259 3.6370 1.3741  0.00
H: -0.3175 2.5510 0.9261  0.00
H: 3.0332 2.5776 1.3853  0.00
H: 5.0998 1.6016 1.0413  0.00
H: 6.8093 -0.0931 1.6055  0.00
H: 6.1464 -2.0594 2.9716  0.00
H: 3.8189 -2.3260 3.7424  0.00
C: 2.1469 -3.5786 -6.7909  0.00
C: 1.7606 -2.9686 -5.4720  0.00
C: 0.4818 -3.1174 -4.9556  0.00
C: 0.1057 -2.5466 -3.7436  0.00
C: -1.2974 -2.7965 -3.2512  0.00
C: 1.0467 -1.7955 -3.0221  0.00
Te: 0.4136 -0.8908 -1.1961  0.00
N: -1.2393 0.2105 1.4055  0.08
C: -2.3763 0.7028 1.6177  0.01
O: -2.7167 1.4633 2.7099  0.04
C: -3.4848 0.5728 0.6441  0.00
C: -4.4753 1.5447 0.5456  0.00
C: -5.4788 1.4116 -0.4024  0.00
C: -5.5080 0.3015 -1.2349  0.00
C: -4.5306 -0.6779 -1.1219  0.00
C: -3.5158 -0.5421 -0.1883  0.00
C: 0.6219 1.1318 -1.8171  0.00
C: 1.7652 1.8241 -1.4284  0.00
C: 1.9543 3.1553 -1.7686  0.00
C: 0.9770 3.8116 -2.5002  0.00
C: -0.1615 3.1273 -2.8935  0.00
C: -0.3610 1.7847 -2.5717  0.00
C: -1.5909 1.0883 -3.0776  0.00
C: 2.3554 -1.6678 -3.5061  0.00
C: 3.4432 -0.9321 -2.7737  0.00
C: 2.6824 -2.2483 -4.7279  0.00
H: 1.3253 -4.1530 -7.2172  0.00
H: 3.0028 -4.2461 -6.6789  0.00
H: 2.4273 -2.8077 -7.5110  0.00
H: -0.2483 -3.6981 -5.5090  0.00
H: -1.8649 -3.3496 -3.9991  0.00
H: -1.8260 -1.8692 -3.0292  0.00
H: -1.2959 -3.3849 -2.3312  0.00
H: -4.4561 2.3967 1.2111  0.00
H: -6.2432 2.1731 -0.4865  0.00
H: -6.2984 0.1954 -1.9670  0.00
H: -4.5583 -1.5509 -1.7617  0.00
H: -2.7402 -1.2907 -0.0928  0.00
H: 2.5259 1.3037 -0.8624  0.00
H: 2.8615 3.6687 -1.4739  0.00
H: 1.1035 4.8514 -2.7740  0.00
H: -0.9213 3.6418 -3.4701  0.00
H: -2.3088 1.8080 -3.4702  0.00
H: -2.0754 0.5059 -2.2956  0.00
H: -1.3304 0.3959 -3.8828  0.00
H: 3.2939 -0.9578 -1.6949  0.00
H: 3.4807 0.1156 -3.0802  0.00
H: 4.4126 -1.3781 -2.9969  0.00
H: 3.6970 -2.1421 -5.0989  0.00

Forces on the atoms, in the same order (eV/Å):
0.6 -0.3 0.7
0.0 0.2 0.1
-0.1 0.0 0.0
0.0 0.1 0.0
0.0 -0.1 0.0
0.0 0.1 0.0
0.0 0.0 0.0
0.2 -0.1 -0.1
0.0 0.1 0.0
-0.1 0.0 -0.2
0.1 0.0 -0.1
0.2 0.0 0.2
-0.1 0.1 0.1
-0.2 0.0 -0.1
0.1 0.0 0.2
0.0 -0.1 0.0
-0.1 0.0 0.0
0.0 0.0 0.0
0.0 0.0 0.0
0.2 0.0 -0.2
-0.1 0.1 -0.2
0.0 0.0 0.0
0.0 0.0 0.0
0.0 0.0 0.0
0.0 0.0 0.0
-0.1 0.0 0.0
0.0 0.0 0.0
0.0 0.0 -0.1
0.0 0.0 0.0
-0.1 0.1 0.0
0.0 0.0 0.0
0.0 0.0 0.0
0.0 0.0 0.0
0.0 0.0 0.0
0.0 0.0 0.0
0.0 0.0 0.0
0.0 0.0 0.0
0.0 0.0 0.0
0.0 0.0 0.0
0.0 0.0 0.0
-0.1 0.1 0.0
0.1 -0.1 0.0
-0.4 -0.1 -0.5
0.1 0.3 0.4
0.0 -0.2 -0.2
0.0 0.0 -0.1
0.0 0.0 0.0
0.0 0.0 0.0
0.0 0.0 0.0
0.0 0.0 0.0
0.0 0.0 0.0
0.0 0.0 0.0
0.0 0.0 -0.1
0.0 0.0 0.0
0.0 0.0 0.0
0.0 0.0 0.0
0.0 0.0 0.0
0.0 0.0 0.0
0.0 0.0 0.0
0.0 0.0 0.0
0.0 0.0 0.0
0.0 0.0 0.0
0.0 0.0 0.0
0.0 0.0 0.0
0.0 0.0 0.0
0.0 0.0 0.0
0.0 0.0 0.0
0.0 0.0 0.0
0.0 0.0 0.0
0.0 0.0 0.0
0.0 0.0 0.0
0.0 0.0 0.0
0.0 0.0 0.0
0.0 0.0 0.0
0.0 0.0 0.0
0.0 0.0 0.0
0.0 0.0 0.0
0.0 0.0 0.0
0.0 0.0 0.1
0.0 0.0 0.0
0.0 0.0 0.0
0.0 0.0 0.0
0.0 0.0 0.0
0.0 0.0 0.0

The calculation puts the LUMO energy (spin up / spin down) at -0.00631 / -0.05740 Ha. As for the spin multiplicity: 2. As for the orbital gap (spin up / spin down): 7.4 / 6.0 eV.

=====

Entry 3:
Here is a molecular structure, C3H5NO2 from the Open Molecules 2025 dataset. Energies are from the ωB97M-V functional and the def2-TZVPD basis.

Each line ends with the natural charge from an NBO analysis.
Cartesian coordinates (Å):
O: 2.3006 -0.7585 0.1012  -0.39
N: 1.4362 -0.2092 0.8667  0.13
C: 0.4792 0.2384 0.0111  -0.24
C: -0.7173 1.0559 0.4721  -0.07
O: -1.6447 0.0483 0.0236  -0.52
C: -0.6029 -0.7703 -0.4956  -0.03
H: 1.5846 -0.2159 -0.8467  0.38
H: -0.8589 1.9973 -0.0688  0.19
H: -0.7833 1.2396 1.5551  0.19
H: -0.5374 -1.7623 -0.0358  0.19
H: -0.6561 -0.8634 -1.5830  0.18

Forces on the atoms, in the same order (eV/Å):
-0.2 0.1 -0.6
-0.5 0.2 -0.2
-0.2 0.2 0.8
0.2 0.3 0.2
0.0 -0.1 0.0
0.2 -0.4 -0.4
0.5 -0.4 0.4
0.0 -0.1 0.0
0.1 -0.1 -0.3
0.0 0.1 0.0
-0.1 0.0 0.1

The calculation puts the LUMO energy at -0.03114 Ha. As for the orbital gap: 8.7 eV. The energy above the lowest of the compared OMol25 structures with the same formula, charge and spin comes out at 7.001 eV.

=====

The records above give, respectively, E values of -4687.3605, -2276.8587, -322.3170 Ha.
The records above give, respectively, strongest force on any atom values of 0.81, 0.98, 0.86 eV/Å.